Record 1
Entry from the Open Molecules 2025 dataset: a molecular structure, C43H54BFN5O3PtSi in a non-equilibrium geometry (the ωB97M-V functional and the def2-TZVPD basis).

charge	+1
energy relative to the best compared isomer or geometry (same formula, charge and spin)	123.3	kJ/mol
orbital gap (alpha / beta)	4.66 / 4.34	eV

Last column: Mulliken charge in e.
Cartesian coordinates (Å):
Pt  0.152  0.122  -0.047  1.839
C  -1.652  -0.389  3.125  -1.391
C  -0.147  -0.422  3.131  0.507
C  0.585  -0.742  4.247  -0.807
C  1.985  -0.731  4.170  -0.753
C  2.633  -0.378  3.011  -0.606
C  1.847  -0.043  1.897  0.677
N  0.499  -0.110  1.990  0.836
N  2.216  0.332  0.672  -0.485
Si  3.634  1.249  0.183  -0.147
C  4.004  2.523  1.485  -1.038
C  5.108  0.131  0.010  -1.135
C  3.213  2.024  -1.454  -0.012
H  -2.011  0.369  3.824  0.464
H  -2.063  -1.351  3.439  0.373
H  -2.021  -0.146  2.130  -0.024
H  0.071  -1.004  5.162  0.559
H  2.568  -1.013  5.038  0.483
H  3.712  -0.380  2.933  0.496
H  4.532  2.087  2.338  0.368
H  3.075  2.970  1.847  0.155
H  4.636  3.320  1.076  0.449
H  5.341  -0.384  0.947  0.320
H  5.986  0.726  -0.273  0.397
H  4.955  -0.625  -0.767  0.301
H  2.218  1.714  -1.768  -1.149
H  3.918  1.744  -2.247  0.558
H  3.218  3.117  -1.373  0.529
C  -1.058  2.704  -5.031  -1.747
C  -0.203  2.528  -3.767  1.047
C  0.540  3.834  -3.464  -1.471
C  0.772  1.363  -3.928  1.122
C  1.759  1.515  -4.897  -0.782
C  2.693  0.534  -5.142  -1.697
C  2.642  -0.637  -4.409  -1.147
C  1.692  -0.852  -3.416  0.497
C  1.725  -2.244  -2.785  0.198
C  0.356  -2.935  -2.725  -1.533
C  2.410  -2.239  -1.419  -1.071
C  0.755  0.174  -3.163  -0.263
N  -0.269  0.019  -2.149  0.697
C  -1.540  -0.046  -2.624  2.019
C  -1.792  -0.442  -3.971  -1.213
C  -3.067  -0.628  -4.443  -0.896
C  -4.165  -0.401  -3.611  -0.780
C  -3.971  0.013  -2.297  -0.571
C  -2.697  0.178  -1.828  -0.338
F  -2.559  0.571  -0.562  -0.315
H  -1.821  3.469  -4.864  0.483
H  -1.561  1.778  -5.314  0.285
H  -0.442  3.022  -5.876  0.360
H  -0.869  2.337  -2.933  -0.151
H  1.263  4.075  -4.245  0.404
H  1.075  3.778  -2.516  0.131
H  -0.171  4.659  -3.400  0.459
H  1.786  2.429  -5.478  0.428
H  3.441  0.665  -5.914  0.381
H  3.347  -1.432  -4.626  0.426
H  2.352  -2.845  -3.443  0.947
H  -0.258  -2.551  -1.907  0.105
H  0.494  -4.007  -2.564  0.429
H  -0.199  -2.809  -3.658  0.344
H  1.858  -1.638  -0.706  0.163
H  3.414  -1.814  -1.482  0.101
H  2.489  -3.257  -1.025  0.380
H  -0.939  -0.627  -4.610  0.758
H  -3.217  -0.950  -5.466  0.505
H  -5.171  -0.546  -3.983  0.427
H  -4.803  0.218  -1.635  0.567
O  -0.935  2.882  -0.675  -0.371
B  -0.037  2.119  0.041  0.977
O  0.791  2.904  0.822  -0.108
C  0.401  4.211  0.567  0.312
C  0.938  5.377  1.053  -1.234
C  0.365  6.562  0.591  -0.593
C  -0.705  6.551  -0.298  -0.647
C  -1.240  5.354  -0.774  -0.975
C  -0.646  4.202  -0.326  0.640
H  1.762  5.371  1.756  0.523
H  0.761  7.509  0.935  0.432
H  -1.131  7.489  -0.631  0.437
H  -2.076  5.333  -1.463  0.582
C  -0.200  -7.918  -1.314  -1.287
C  0.647  -6.700  -0.978  -0.235
N  0.952  -6.566  0.445  0.316
C  1.760  -7.619  1.076  -0.879
C  0.922  -8.585  1.902  -1.084
C  0.691  -5.459  1.184  0.082
O  1.161  -5.258  2.292  -0.662
C  -0.290  -4.444  0.648  -0.644
C  -1.597  -4.763  0.322  0.322
C  -2.494  -3.737  0.057  -1.561
C  -2.042  -2.432  0.096  -0.384
N  -0.771  -2.114  0.381  0.437
C  0.067  -3.108  0.688  -0.482
H  -0.421  -7.925  -2.382  0.420
H  -1.146  -7.907  -0.766  0.249
H  0.322  -8.845  -1.078  0.363
H  0.141  -5.798  -1.308  0.113
H  1.592  -6.759  -1.524  0.393
H  2.481  -7.132  1.726  0.466
H  2.301  -8.139  0.285  0.416
H  0.454  -8.053  2.732  0.299
H  1.556  -9.372  2.315  0.393
H  0.141  -9.055  1.304  0.272
H  -1.920  -5.799  0.311  0.529
H  -3.534  -3.942  -0.161  0.525
H  -2.725  -1.610  -0.072  0.608
H  1.068  -2.829  1.004  0.588

Record 2
Entry from the Open Molecules 2025 dataset: a molecular structure, C5H8O3 in a non-equilibrium geometry (the ωB97M-V functional and the def2-TZVPD basis).

charge	0
energy relative to the best compared isomer or geometry (same formula, charge and spin)	411.6	kJ/mol
orbital gap	9.84	eV

Last column: natural (NBO) charge in e.
Cartesian coordinates (Å):
C  1.751  -1.127  1.342  -0.257
C  -2.045  0.844  -1.167  -0.650
C  0.492  0.748  -0.193  0.849
C  -1.116  0.192  -0.225  -0.095
C  -1.063  -0.651  0.726  0.113
O  0.637  -0.247  1.190  -0.544
O  1.114  0.042  -1.221  -0.745
O  0.675  1.944  -0.059  -0.690
H  1.617  0.715  -1.705  0.494
H  -1.358  -1.459  1.361  0.230
H  1.910  -1.732  0.446  0.189
H  2.646  -0.541  1.562  0.203
H  1.536  -1.789  2.183  0.186
H  -2.048  1.919  -0.972  0.254
H  -3.059  0.450  -1.079  0.222
H  -1.689  0.692  -2.189  0.241

Record 3
Entry from the Open Molecules 2025 dataset: C5H11IN2S in the gas phase in a non-equilibrium geometry (the ωB97M-V functional and the def2-TZVPD basis).

charge	0
multiplicity	3
energy relative to the best compared isomer or geometry (same formula, charge and spin)	113.7	kJ/mol
orbital gap (alpha / beta)	6.26 / 6.09	eV

Last column: natural (NBO) charge in e.
Cartesian coordinates (Å):
C  0.978  1.065  -0.394  -0.257
C  -0.520  0.087  -1.742  -0.217
C  1.127  -0.089  0.722  -0.128
C  1.330  0.545  2.101  -0.611
C  -2.291  -1.836  0.050  -0.820
N  -0.040  -0.861  0.892  -0.592
N  0.814  0.435  -1.668  -0.612
S  -0.582  -1.591  -0.399  0.876
I  1.062  2.138  -3.100  -0.140
H  -0.038  1.563  -0.064  0.171
H  1.857  1.873  -0.295  0.250
H  -1.195  0.918  -1.420  0.205
H  -0.812  -0.314  -2.785  0.233
H  2.059  -0.766  0.471  0.218
H  1.036  -0.217  2.861  0.226
H  0.733  1.507  2.188  0.212
H  2.367  0.864  2.304  0.215
H  -2.236  -1.846  1.183  0.272
H  -2.972  -2.568  -0.501  0.265
H  -2.674  -0.908  -0.404  0.234

Record 4
Entry from the Open Molecules 2025 dataset: C5H7NO in the gas phase (the ωB97M-V functional and the def2-TZVPD basis).

charge	0
SMILES	C[C@]12N[C@H]1CC2=O
energy relative to the best compared isomer or geometry (same formula, charge and spin)	193.6	kJ/mol
orbital gap	10.40	eV

Last column: natural (NBO) charge in e.
Cartesian coordinates (Å):
C  0.995  -0.047  1.613  -0.618
C  0.455  0.029  0.220  -0.022
N  0.852  1.026  -0.774  -0.550
C  -0.545  0.955  -0.412  -0.065
C  -1.288  -0.193  -1.096  -0.530
C  -0.190  -1.117  -0.529  0.592
O  0.011  -2.301  -0.563  -0.511
H  0.393  -0.774  2.169  0.223
H  0.915  0.922  2.113  0.225
H  2.036  -0.378  1.642  0.227
H  1.063  0.633  -1.691  0.356
H  -0.992  1.836  0.036  0.214
H  -1.489  -0.156  -2.170  0.222
H  -2.215  -0.435  -0.559  0.236

Record 5
Entry from the Open Molecules 2025 dataset: a molecular structure, C21H29AsCsN3OS4 in a non-equilibrium geometry (the ωB97M-V functional and the def2-TZVPD basis).

charge	-2
orbital gap (alpha / beta)	4.51 / 4.52	eV

Last column: Mulliken charge in e.
Cartesian coordinates (Å):
Cs  -1.782  -2.843  0.285  1.052
C  2.323  -2.475  1.635  -1.220
C  3.640  -2.126  0.947  0.340
C  3.849  -2.939  -0.335  -1.661
C  3.847  -0.635  0.753  0.912
C  4.772  0.024  1.556  -0.797
C  5.024  1.374  1.405  -1.339
C  4.348  2.090  0.432  -0.227
C  3.404  1.479  -0.381  0.720
C  2.703  2.281  -1.458  0.787
C  3.674  2.595  -2.600  -1.583
C  2.079  3.564  -0.913  -1.603
C  3.147  0.109  -0.204  0.072
N  2.246  -0.555  -1.068  -0.497
C  1.006  -0.392  -0.809  -0.860
C  -1.373  0.562  -0.068  -0.235
C  -1.691  0.847  -1.389  -0.736
C  -3.062  0.623  -1.491  -1.194
C  -3.503  0.249  -0.219  -0.606
N  -2.469  0.207  0.663  0.449
C  -4.988  0.028  0.024  2.635
C  -5.381  -0.307  1.453  -1.557
C  -5.490  -1.105  -0.884  -1.673
C  -5.730  1.323  -0.354  -1.837
H  2.212  -3.563  1.676  0.410
H  1.413  -2.076  1.171  0.049
H  2.307  -2.105  2.660  0.314
H  4.432  -2.435  1.643  0.394
H  3.045  -2.771  -1.046  0.322
H  3.882  -4.004  -0.094  0.473
H  4.791  -2.668  -0.816  0.344
H  5.302  -0.546  2.311  0.329
H  5.747  1.867  2.045  0.346
H  4.550  3.147  0.306  0.288
H  1.906  1.658  -1.861  0.235
H  4.507  3.202  -2.236  0.322
H  3.172  3.151  -3.395  0.431
H  4.084  1.679  -3.026  0.364
H  2.842  4.266  -0.575  0.360
H  1.412  3.345  -0.080  0.299
H  1.501  4.061  -1.695  0.438
H  0.273  -0.881  -1.448  0.901
H  -1.000  1.174  -2.153  0.445
H  -3.680  0.736  -2.371  0.461
H  -4.974  -1.261  1.772  0.196
H  -6.471  -0.365  1.525  0.433
H  -5.030  0.452  2.148  0.106
H  -5.007  -2.060  -0.659  0.320
H  -5.306  -0.886  -1.936  0.281
H  -6.567  -1.243  -0.746  0.445
H  -5.394  2.143  0.280  0.365
H  -6.808  1.194  -0.208  0.462
H  -5.555  1.605  -1.393  0.330
S  -3.358  1.090  4.151  -0.535
As  -2.321  -0.534  3.387  0.684
S  -3.234  -2.433  3.236  -0.627
S  0.309  0.571  0.467  0.017
S  -0.262  -0.652  3.524  -0.456
O  -1.052  -4.428  -1.616  -0.438
N  -2.265  -4.408  -1.929  -0.452